75
Properties=species:S:1:pos:R:3:forces:R:3 method="wB97M-V/def2-TZVPD" fmax_ev_per_a=3.67 homo_energy_ev="-0.30 / -2.38" orbital_gap_ha="0.167 / 0.243" total_charge=-2 s2=3.803 relative_energy_kj_mol=0.0 spin_multiplicity=4
V -0.61354 -1.01881 -0.11956 -1.332 0.844 -1.692
C -1.48934 -0.36701 3.38184 0.053 -0.010 -0.141
C -0.17004 0.34589 3.34654 0.303 -0.329 -0.636
N 0.17456 1.08439 4.39544 -0.100 0.146 0.452
C 1.35376 1.71529 4.35654 0.019 0.020 -0.068
C 2.24686 1.65779 3.31214 0.100 0.115 0.039
C 3.53546 2.43529 3.38264 -0.281 0.252 -0.116
O 4.69316 1.62989 3.54714 0.312 -0.287 0.014
C 1.94766 0.82659 2.18834 -0.785 -0.244 0.078
C 2.82916 0.62839 1.11034 0.562 0.418 -0.092
N 2.62166 -0.32061 0.22664 -0.123 -0.416 -0.119
C 3.37756 -0.52461 -0.86266 0.140 0.066 -0.060
C 4.19036 0.42829 -1.52086 0.026 0.012 0.307
C 4.86836 0.11339 -2.67306 0.315 -0.110 -0.103
C 4.80166 -1.16101 -3.21826 0.154 -0.040 -0.184
C 4.00766 -2.12101 -2.60426 0.072 -0.036 -0.067
C 3.31646 -1.79711 -1.46446 -0.240 -0.608 0.212
I 2.08186 -3.24451 -0.52276 0.402 0.311 -0.365
C 0.65556 0.17049 2.21384 1.054 1.780 2.441
O 0.22046 -0.53131 1.22804 1.724 0.646 3.018
H -1.98944 -0.16961 4.32724 -0.002 0.032 -0.005
H -1.33554 -1.44251 3.25744 -0.101 0.035 -0.019
H -2.12324 -0.03801 2.55284 -0.064 -0.023 0.056
H 1.57796 2.31579 5.23574 0.129 0.068 -0.047
H 3.52216 3.10419 4.25044 -0.094 -0.071 -0.114
H 3.66326 3.06049 2.48024 -0.120 -0.082 0.149
H 4.61936 0.91119 2.90754 0.016 -0.050 0.047
H 3.74236 1.23909 1.05674 -0.054 0.048 0.027
H 4.23826 1.43549 -1.13006 -0.069 0.046 0.040
H 5.45676 0.87499 -3.17146 0.020 0.050 -0.007
H 5.34386 -1.40571 -4.12016 0.027 -0.001 -0.115
H 3.92006 -3.11081 -3.02706 0.004 -0.102 -0.014
O -4.78894 -1.23861 1.00064 0.134 0.024 -0.033
C -5.10944 -2.11491 0.03714 0.196 0.032 -0.149
C -6.31424 -2.81011 0.14274 -0.070 -0.011 0.075
C -6.69374 -3.71021 -0.83256 -0.007 0.166 0.109
C -5.88384 -3.92861 -1.93796 0.006 -0.195 -0.175
C -4.67504 -3.26851 -2.03796 -0.068 0.072 0.074
C -4.26634 -2.36211 -1.06336 -0.252 -0.090 0.204
C -2.93404 -1.73821 -1.13016 0.190 -0.192 -1.242
O -2.62364 -0.79621 -0.30936 -0.158 0.379 0.544
N -2.10164 -2.15871 -2.05636 -1.171 -0.724 -0.216
N -0.92854 -1.47781 -1.93986 0.785 -0.226 -3.578
C -0.22564 -1.29711 -3.02346 -0.847 -0.327 0.455
C 0.74356 -0.25641 -3.12416 0.410 0.588 0.448
C 1.52686 -0.10281 -4.27326 0.024 0.041 0.068
C 2.29126 1.02499 -4.48336 -0.045 -0.163 -0.408
C 2.24456 2.06009 -3.55646 -0.294 0.090 0.290
C 1.48056 1.94769 -2.41506 0.047 0.238 -0.100
C 0.73576 0.78109 -2.12936 0.056 -0.084 -0.701
O 0.01596 0.70589 -1.06616 -0.178 -0.130 0.170
H -3.90894 -0.84881 0.74124 -0.226 -0.023 0.105
H -6.92944 -2.63921 1.01514 -0.024 0.060 0.045
H -7.63214 -4.23911 -0.72876 -0.053 -0.052 -0.003
H -6.18534 -4.63801 -2.69826 0.024 0.006 -0.036
H -4.00994 -3.44431 -2.86876 0.077 -0.033 -0.051
H -0.50524 -1.83391 -3.93456 -0.142 0.022 0.217
H 1.51086 -0.89151 -5.01576 0.025 -0.079 -0.036
H 2.90076 1.11979 -5.37396 -0.004 -0.055 0.004
H 2.80676 2.96949 -3.74036 0.032 -0.009 0.065
H 1.43506 2.76179 -1.70226 -0.010 -0.021 0.074
C -0.72304 4.15219 3.19604 0.169 0.044 -0.071
N -1.79604 3.55289 2.45004 0.015 -0.082 0.123
C -1.71504 2.96579 1.22544 0.053 0.693 0.273
N -0.51414 2.65059 0.72614 0.114 -0.205 0.163
S -3.12934 2.78369 0.37684 -0.774 -0.275 -0.553
H -0.90714 4.01229 4.26144 0.145 -0.018 -0.004
H -0.63034 5.22559 2.97824 0.013 -0.041 0.024
H 0.22256 3.67519 2.94954 0.003 0.010 0.185
H -2.73354 3.83419 2.69754 0.135 -0.165 -0.213
H 0.25196 2.51399 1.37364 -0.008 0.043 -0.026
H -0.47874 1.99329 -0.07496 0.008 0.366 0.226
S -2.37864 -5.16761 0.77214 -0.521 -1.007 0.034
C -1.64374 -3.76211 0.64814 0.677 0.826 0.298
N -1.08594 -2.73021 0.60154 -0.550 -1.975 0.408

***

63
Properties=species:S:1:pos:R:3:forces:R:3 method="wB97M-V/def2-TZVPD" fmax_ev_per_a=1.59 homo_energy_ev=-7.10 orbital_gap_ha=0.174 total_charge=0 relative_energy_kj_mol=0.0
C 0.17474 -6.25567 -1.31213 0.101 0.127 0.135
C -0.37530 -6.06799 -0.03866 0.213 0.159 -0.018
C 0.15800 -5.09475 0.81144 -0.013 -0.033 -0.221
C 1.23184 -4.29853 0.40042 0.085 -0.189 -0.070
C 1.85633 -3.31867 1.35852 0.033 0.149 0.034
C 1.53157 -1.84090 1.10906 -0.957 0.144 -0.116
C 2.03597 -0.96834 2.25132 0.373 0.204 0.434
O 0.89252 -0.29851 2.76182 0.260 0.458 0.632
C -0.24904 -0.85480 2.19845 0.454 -0.615 -1.185
O -1.35243 -0.55729 2.65565 0.618 -0.057 -0.384
N 0.09865 -1.62509 1.12940 -0.956 0.566 0.164
C 1.76968 -4.48247 -0.87798 -0.219 -0.220 -0.024
C 1.25158 -5.46422 -1.73183 -0.086 0.139 0.259
H -0.22336 -7.03252 -1.96558 0.112 0.204 0.138
H -1.20168 -6.69465 0.30865 0.265 0.225 -0.183
H -0.25054 -4.94066 1.81376 0.076 -0.092 -0.348
H 1.48804 -3.52021 2.37326 0.265 -0.159 -0.144
H 2.95337 -3.41293 1.32712 -0.207 -0.157 0.184
H 1.96997 -1.53883 0.13787 -0.188 -0.029 0.069
H 2.43605 -1.58059 3.07497 0.187 0.186 -0.253
H 2.78875 -0.24303 1.91509 -0.179 -0.032 0.272
H 2.61437 -3.85775 -1.18643 -0.251 -0.260 0.019
H 1.70529 -5.62493 -2.71277 -0.190 0.056 0.272
C 1.51157 6.53826 1.93162 -0.082 -0.179 0.006
N 0.39396 6.02429 1.16357 -0.298 0.370 0.419
C -0.20498 7.02948 0.30003 0.166 -0.562 -0.143
C 0.34356 4.67348 0.80138 0.098 -0.600 -0.384
C -0.06088 3.69514 1.74274 -0.002 0.416 -0.270
C -0.40745 2.42789 1.31233 0.018 0.004 -0.022
C -0.15964 2.03389 -0.02140 -0.016 0.351 0.262
C -0.66676 0.78239 -0.50374 0.197 -0.367 0.682
C -0.03229 -0.03476 -1.50238 -0.226 -1.276 -0.929
C -0.91713 -1.11751 -1.83963 1.305 0.417 -0.717
C -0.58805 -2.01095 -2.84982 -0.340 0.394 0.654
C 0.62216 -1.82380 -3.53344 0.383 0.403 0.212
C 1.51376 -0.80669 -3.15729 -0.201 -0.393 -0.246
C 1.21031 0.07662 -2.11769 -0.320 0.060 0.249
C -2.12136 -0.96489 -1.03883 -0.922 0.744 0.749
C -1.95819 0.20838 -0.21204 -0.509 -0.929 -0.812
C -3.03294 0.67302 0.53867 0.317 -0.080 0.076
C -4.23903 -0.03281 0.49011 -0.179 -0.382 -0.236
C -4.39227 -1.17552 -0.31437 0.205 0.613 0.496
C -3.32401 -1.64766 -1.09366 0.744 0.248 0.037
C 0.47052 2.94577 -0.90117 -0.362 -0.173 -0.066
C 0.63250 4.26526 -0.52353 -0.076 0.139 0.460
H 1.90692 5.75130 2.58353 -0.015 0.269 -0.105
H 2.31194 6.91547 1.26894 -0.017 -0.171 0.176
H 1.15431 7.38226 2.53136 0.184 -0.146 0.084
H -1.15658 6.65009 -0.09713 0.285 0.199 0.056
H -0.39141 7.91782 0.91226 -0.050 -0.086 -0.190
H 0.46165 7.30651 -0.53141 -0.161 0.131 -0.022
H -0.21539 3.98206 2.78464 -0.023 -0.016 -0.345
H -0.87787 1.72065 1.99941 0.268 0.099 -0.112
H -1.28275 -2.81987 -3.08150 0.345 0.154 -0.123
H 0.88191 -2.47338 -4.36833 -0.040 0.099 0.242
H 2.44878 -0.69008 -3.69835 -0.116 -0.089 0.108
H 1.90249 0.85130 -1.78509 -0.048 -0.297 -0.268
H -2.92496 1.56644 1.15152 -0.179 -0.230 -0.151
H -5.07451 0.32697 1.08859 0.156 -0.166 -0.168
H -5.35290 -1.68793 -0.33360 0.224 0.108 0.004
H -3.39671 -2.52225 -1.73935 -0.236 0.188 0.198
H 0.72550 2.63114 -1.91366 -0.222 0.181 0.264
H 0.98182 5.00557 -1.24465 -0.052 -0.219 0.209

***

76
Properties=species:S:1:pos:R:3:forces:R:3 method="wB97M-V/def2-TZVPD" fmax_ev_per_a=0.87 homo_energy_ev=-4.44 orbital_gap_ha=0.228 total_charge=-1 relative_energy_kj_mol=55.7
Zr -0.40048 0.57376 -0.48091 -0.042 -0.383 -0.777
C 2.63647 1.81144 -1.06906 -0.012 0.039 0.099
O 1.88193 0.61681 -0.86689 -0.029 -0.043 -0.075
C 2.57767 -0.52005 -0.46997 0.025 -0.026 0.012
C 3.95532 -0.56109 -0.42689 0.014 -0.036 0.014
C 4.59584 -1.71328 0.02195 0.021 0.033 -0.017
C 3.83449 -2.79973 0.41133 -0.019 -0.020 -0.002
C 2.44851 -2.75334 0.35670 0.001 -0.043 -0.027
C 1.77816 -1.61126 -0.08842 -0.027 0.036 -0.004
N 0.39621 -1.46018 -0.13623 0.016 -0.021 0.175
N -0.24340 -2.54389 0.34576 0.012 -0.005 -0.056
C -1.50987 -2.58717 0.56119 -0.028 -0.019 -0.073
C -2.49857 -1.49950 0.32170 -0.035 -0.058 0.338
O -2.09041 -0.49154 -0.47152 0.442 0.507 0.501
C -3.87345 -1.94531 0.06103 -0.013 -0.069 -0.104
C -4.30190 -3.16121 0.40880 0.001 0.050 -0.040
C -3.41323 -4.12480 1.04320 -0.006 -0.007 0.025
C -3.90747 -5.32046 1.56557 0.013 -0.006 0.024
C -3.06259 -6.23059 2.17271 -0.008 0.004 -0.004
C -1.70242 -5.95070 2.26149 0.007 -0.002 0.007
C -1.19963 -4.77213 1.74105 -0.007 -0.001 -0.002
C -2.04139 -3.84671 1.12701 0.017 -0.010 0.000
H 3.26270 1.70654 -1.95682 -0.003 0.012 0.005
H 3.24245 2.01553 -0.18675 0.026 0.022 0.007
H 1.91576 2.61050 -1.21660 0.008 0.006 0.000
H 4.54124 0.29707 -0.71924 0.021 0.025 0.004
H 5.67586 -1.74260 0.07382 0.002 0.003 -0.002
H 4.31907 -3.69931 0.76971 -0.001 -0.003 0.004
H 1.85582 -3.60281 0.65976 0.002 0.004 0.006
H -4.51775 -1.21039 -0.40472 -0.006 0.008 0.017
H -5.33301 -3.45012 0.24196 -0.005 0.002 -0.002
H -4.97063 -5.52071 1.49852 -0.005 -0.001 -0.001
H -3.45907 -7.15041 2.58420 -0.002 -0.003 0.001
H -1.03495 -6.65166 2.74743 0.000 0.000 0.000
H -0.14593 -4.54057 1.81415 -0.001 -0.002 -0.001
Se -0.28250 -0.12840 -3.18267 -0.077 0.062 0.134
Se -0.37160 2.19887 -3.05915 0.116 0.002 0.094
Te -2.52742 2.82258 -1.86414 0.006 0.021 0.001
Se -1.40053 2.96836 0.37320 -0.133 -0.107 -0.015
C 5.64694 4.45876 -0.78256 0.008 0.004 -0.007
C 5.45612 3.59792 0.43622 -0.030 -0.012 0.000
C 6.24915 2.47963 0.65909 -0.013 -0.030 -0.010
C 6.06461 1.68382 1.78448 0.001 -0.016 -0.011
C 5.08189 2.01741 2.69818 -0.042 0.004 -0.019
C 4.26690 3.12571 2.48792 -0.008 0.012 0.025
C 4.45902 3.90593 1.36387 0.004 -0.010 -0.025
S 4.89598 1.07529 4.19309 0.040 -0.015 -0.015
O 5.07775 2.00047 5.27437 0.005 0.003 0.011
O 5.72575 -0.08909 4.06137 0.003 0.012 0.019
N 3.35737 0.58178 4.25560 -0.025 -0.023 0.035
C 2.88126 -0.45319 3.32599 0.017 0.008 0.010
C 1.35670 -0.36966 3.26897 0.084 0.030 -0.014
C 0.96554 0.92757 2.57651 -0.216 -0.275 0.051
O 1.15045 2.00898 3.11579 0.087 0.040 -0.025
O 0.48494 0.76756 1.38745 -0.193 0.386 -0.100
H 6.33227 3.99490 -1.49127 0.003 0.000 -0.001
H 6.05357 5.43476 -0.51036 0.001 0.002 0.003
H 4.69725 4.63452 -1.29061 -0.004 -0.002 -0.001
H 7.01979 2.22063 -0.05799 0.002 -0.003 0.000
H 6.67635 0.80984 1.96254 0.003 -0.007 -0.001
H 3.47918 3.37049 3.18920 0.003 -0.008 -0.006
H 3.81430 4.76027 1.19319 -0.002 0.003 0.001
H 2.70530 1.36134 4.33677 0.001 0.014 -0.010
H 3.20365 -1.42742 3.68926 0.000 0.002 0.000
H 3.30054 -0.31886 2.32175 0.009 -0.012 -0.003
H 0.95733 -0.37423 4.28475 -0.034 -0.002 -0.011
H 0.95131 -1.21828 2.71992 0.026 0.003 -0.002
Te -2.74874 -0.44367 2.48255 -0.050 0.002 -0.177
C -3.87883 -1.89865 3.44855 0.007 -0.028 0.053
C -5.22741 -2.11447 3.33764 0.024 0.006 0.000
C -5.68191 -3.21843 4.10570 -0.001 -0.012 -0.016
C -4.67043 -3.82358 4.79261 -0.012 0.014 0.024
S -3.17611 -3.05102 4.51015 0.013 -0.058 -0.053
H -5.86368 -1.49709 2.71985 0.001 0.004 -0.004
H -6.71086 -3.54783 4.14465 -0.002 -0.003 0.001
H -4.73709 -4.67801 5.44715 0.000 -0.001 0.009

***

72
Properties=species:S:1:pos:R:3:forces:R:3 method="wB97M-V/def2-TZVPD" fmax_ev_per_a=2.26 homo_energy_ev=-11.04 orbital_gap_ha=0.210 total_charge=+1 relative_energy_kj_mol=115.1
W 0.10187 -0.43943 -1.04435 -0.629 -0.301 0.211
O -0.83383 -1.95489 -1.93582 -0.012 0.589 -0.577
C -0.79960 -3.20584 -1.52768 -0.504 -0.997 0.854
C -0.45785 -4.24950 -2.40187 -0.149 0.384 -0.184
C -0.36282 -5.54049 -1.93532 -0.099 0.190 0.069
C -0.69098 -5.85334 -0.61307 -0.057 -0.030 0.165
C -1.11609 -4.86731 0.23985 0.006 0.133 0.014
C -1.16122 -3.52554 -0.18109 0.360 0.078 -0.533
C -1.62966 -2.48658 0.66265 0.030 0.103 -0.372
N -1.39035 -1.22792 0.39786 0.612 0.865 0.328
N -2.01401 -0.30667 1.21203 -0.278 0.205 -0.017
C -1.68251 0.90493 0.87164 0.078 -1.341 0.046
O -0.87774 1.08598 -0.15810 0.098 0.031 -0.032
C -2.09368 2.05230 1.68263 -0.038 0.508 0.045
C -2.60536 1.86147 2.96851 0.057 -0.111 -0.218
C -2.90281 2.95349 3.76267 -0.034 -0.007 0.005
C -2.70799 4.24035 3.28150 0.071 -0.094 -0.066
C -2.20410 4.43592 2.00354 -0.006 0.014 0.030
C -1.88472 3.35081 1.20956 -0.040 -0.346 -0.043
H -0.20997 -4.00679 -3.42529 0.032 0.021 -0.016
H -0.01870 -6.31968 -2.59828 -0.006 -0.041 -0.079
H -0.61705 -6.87312 -0.26982 0.015 -0.066 0.049
H -1.37931 -5.09050 1.26224 -0.065 -0.109 0.116
H -2.25005 -2.72646 1.52378 0.068 0.179 -0.003
H -2.75007 0.85427 3.32880 -0.038 -0.057 0.067
H -3.28408 2.80246 4.76159 -0.035 -0.019 0.054
H -2.93249 5.08887 3.90745 -0.059 0.106 0.065
H -2.05233 5.43590 1.63083 0.029 0.125 -0.045
H -1.46550 3.48413 0.22339 0.026 0.078 -0.092
S 1.29052 3.31503 -3.54204 -0.254 -0.758 0.518
C 2.65293 3.02573 -2.57322 -0.292 -0.246 0.145
C 2.47032 1.98521 -1.70398 0.442 -0.243 0.356
C 1.19588 1.35366 -1.75789 -1.010 0.681 -1.217
C 0.45994 1.98922 -2.76148 0.693 0.220 0.331
C -0.81493 1.53552 -3.23093 -0.546 -0.126 -0.195
C -1.50177 2.14161 -4.29492 0.056 -0.260 0.350
C -2.69995 1.61525 -4.72100 0.081 -0.189 0.275
C -3.21373 0.49969 -4.05970 0.222 0.188 0.146
C -2.49257 -0.04693 -3.01957 -0.137 -0.468 0.222
N -1.30872 0.43583 -2.60475 0.663 0.435 -0.714
H 3.53035 3.63377 -2.69227 0.155 0.049 0.069
H 3.27637 1.68093 -1.05868 0.085 -0.037 0.129
H -1.06937 3.00757 -4.77219 0.011 0.026 -0.051
H -3.23097 2.05279 -5.55179 -0.045 0.064 -0.064
H -4.15670 0.06629 -4.34961 -0.045 -0.096 0.032
H -2.85643 -0.92959 -2.50245 0.105 0.152 -0.068
O 2.16458 -2.81907 -3.57699 -0.086 0.390 0.622
C 1.81342 -2.17840 -2.62603 0.465 -0.980 -0.088
O 1.31149 -0.97435 -2.61695 -0.298 1.102 0.160
C 1.86657 -2.70758 -1.13941 1.224 -1.579 -1.053
O 2.42838 -3.68752 -0.73914 -0.539 1.057 -0.248
O 1.17372 -1.86595 -0.37766 -0.451 0.442 1.082
C 1.41956 1.57367 1.60747 -0.190 0.239 -0.138
C 2.12627 1.80674 2.96630 -0.004 -0.030 -0.021
N 2.73665 0.57766 3.42607 0.242 0.074 0.414
C 1.70531 -0.40831 3.67491 0.092 -0.020 -0.005
C 0.84831 -0.62669 2.40019 -0.292 -0.220 0.030
N 1.42330 0.12647 1.24985 0.093 0.134 -0.146
C 2.84516 -0.31926 1.14275 0.117 -0.168 -0.283
C 3.64027 0.08029 2.40926 -0.019 0.021 0.065
H 1.91432 2.12147 0.80435 -0.103 -0.077 0.034
H 0.38871 1.92204 1.67101 0.222 -0.070 -0.132
H 1.41736 2.14362 3.72578 0.003 0.016 -0.065
H 2.90427 2.56474 2.87396 -0.045 0.058 -0.029
H 1.08630 -0.05522 4.50180 -0.038 -0.082 -0.053
H 2.18902 -1.33444 3.98583 -0.040 -0.037 0.013
H -0.17046 -0.27840 2.57507 0.172 -0.050 -0.084
H 0.82137 -1.68671 2.12694 -0.040 0.164 -0.020
H 3.28209 0.11677 0.24196 -0.065 -0.085 0.066
H 2.85885 -1.40614 1.04125 -0.090 0.195 -0.075
H 4.37313 0.85641 2.19219 0.035 0.018 -0.044
H 4.17395 -0.78022 2.81589 0.021 0.008 -0.109